Entry from the OMol25 dataset: C30H55Br6F16O14P3 as an isolated structure in a non-equilibrium geometry (ωB97M-V/def2-TZVPD).

F_max = 0.0746 hartree/bohr
Highest occupied orbital energy = -10.403 eV
Gap between HOMO and LUMO = 9.79 eV

Atoms and positions in Å:
C1 3.649 -0.147 -10.007
C2 2.150 -0.054 -10.284
O1 1.521 0.814 -9.384
P1 0.853 0.200 -8.026
O2 1.568 -0.973 -7.454
O3 0.744 1.447 -7.062
C3 0.865 1.267 -5.669
C4 0.290 2.510 -4.966
O4 -0.672 -0.026 -8.379
C5 -1.471 1.091 -8.808
C6 -2.833 0.593 -9.146
H1 4.126 -0.843 -10.697
H2 4.146 0.822 -10.060
H3 3.855 -0.550 -9.015
H4 2.050 0.544 -11.190
H5 1.644 -1.019 -10.288
H6 0.344 0.371 -5.332
H7 1.925 1.172 -5.430
H8 0.891 3.308 -5.402
H9 -0.718 2.668 -5.350
H10 0.443 2.625 -3.893
H11 -1.487 1.986 -8.186
H12 -1.038 1.417 -9.753
H13 -3.411 1.275 -9.770
H14 -2.888 -0.447 -9.465
H15 -3.330 0.464 -8.184
C7 -0.199 8.350 4.859
C8 0.448 9.783 4.913
O5 1.832 9.615 5.256
P2 2.341 9.542 6.851
O6 1.534 10.303 7.791
O7 2.274 7.903 7.002
C9 2.661 7.195 8.140
C10 1.740 5.902 8.237
O8 3.921 9.966 6.899
C11 4.273 11.261 6.301
C12 5.422 11.172 5.274
H16 -1.269 8.284 4.664
H17 0.377 7.752 4.152
H18 -0.075 7.920 5.853
H19 0.486 10.065 3.861
H20 -0.063 10.525 5.527
H21 3.745 7.096 8.085
H22 2.515 7.800 9.035
H23 1.720 5.504 9.252
H24 0.662 5.948 8.083
H25 1.941 5.135 7.490
H26 3.385 11.761 5.914
H27 4.489 11.835 7.201
H28 5.853 12.066 4.824
H29 6.168 10.658 5.880
H30 5.379 10.348 4.562
C13 -6.435 -1.103 -3.019
C14 -5.570 -0.245 -2.071
O9 -6.334 0.581 -1.169
P3 -6.344 2.179 -1.419
O10 -5.850 2.723 -2.679
O11 -7.887 2.496 -1.124
C15 -8.302 3.835 -1.188
C16 -8.429 4.403 0.230
O12 -5.583 2.617 -0.067
C17 -5.804 2.074 1.222
C18 -5.349 3.090 2.338
H31 -7.118 -1.759 -2.480
H32 -6.882 -0.329 -3.643
H33 -5.779 -1.809 -3.528
H34 -5.130 -0.993 -1.411
H35 -4.809 0.298 -2.631
H36 -7.528 4.291 -1.806
H37 -9.244 4.034 -1.698
H38 -9.333 3.976 0.665
H39 -7.549 4.130 0.814
H40 -8.490 5.489 0.289
H41 -6.838 1.802 1.433
H42 -5.130 1.230 1.374
H43 -4.310 3.367 2.163
H44 -5.915 4.021 2.331
H45 -5.416 2.750 3.371
C19 4.196 -8.820 4.459
C20 3.020 -9.879 4.506
C21 3.054 -10.742 3.281
F1 2.814 -9.952 2.204
F2 4.189 -11.322 3.033
F3 2.951 -10.618 5.585
F4 1.949 -9.107 4.529
O13 5.008 -9.020 5.651
C22 5.806 -7.893 6.193
C23 6.437 -8.455 7.504
F5 7.217 -9.524 7.235
F6 7.143 -7.601 8.249
F7 6.626 -7.417 5.281
F8 4.896 -6.969 6.607
H46 3.845 -7.793 4.352
H47 4.813 -8.885 3.563
H48 2.292 -11.518 3.196
H49 5.618 -8.820 8.125
C24 -1.515 -8.743 -2.335
C25 -2.634 -9.118 -1.301
C26 -3.593 -7.958 -1.037
F9 -4.091 -7.239 -2.080
F10 -4.702 -8.277 -0.301
F11 -3.353 -10.144 -1.807
F12 -2.126 -9.579 -0.126
O14 -0.788 -7.530 -1.924
C27 -0.235 -6.943 -3.081
C28 0.793 -5.926 -2.654
F13 0.238 -4.832 -2.253
F14 1.810 -6.248 -1.788
F15 0.349 -7.810 -3.924
F16 -1.192 -6.373 -3.750
H50 -2.014 -8.670 -3.302
H51 -0.863 -9.605 -2.477
H52 -3.090 -7.294 -0.334
H53 1.310 -5.635 -3.568
C29 0.650 -1.217 2.269
Br1 -0.745 -2.614 2.039
Br2 2.330 -2.205 2.878
Br3 0.213 0.069 3.740
H54 0.710 -0.639 1.346
C30 7.458 0.206 -1.777
Br4 5.910 0.934 -0.874
Br5 9.011 0.637 -0.661
Br6 7.622 0.598 -3.712
H55 7.245 -0.863 -1.760

Atomic partial charges in e from the Mulliken method, atoms 1 to 4: -1.0938, -0.2564, -0.3235, 0.7476

***

Entry from the OMol25 dataset: C30H55ClP2SeSi2Tc as an isolated structure in a non-equilibrium geometry (ωB97M-V/def2-TZVPD).

F_max = 0.0532 hartree/bohr
Highest occupied orbital energy (alpha / beta) = -6.070 / -6.750 eV
Gap between HOMO and LUMO (alpha / beta) = 6.44 / 4.69 eV
Spin multiplicity = 4

Atoms and positions in Å:
Tc1 -0.400 0.015 -0.059
C1 -1.414 0.092 1.836
C2 -1.739 1.290 1.131
C3 -2.485 0.877 -0.037
Si1 -1.227 3.031 1.614
C4 -2.572 -0.541 -0.058
C5 -1.912 -1.057 1.116
Si2 -1.630 -2.850 1.567
H1 -0.936 0.046 2.804
H2 -2.965 1.546 -0.737
H3 -3.103 -1.137 -0.789
Cl1 1.604 0.791 -4.576
C6 -1.340 -3.056 3.404
C7 -3.020 -3.964 1.008
C8 -0.660 3.070 3.399
C9 -2.651 4.232 1.409
H4 -3.974 -3.546 1.351
H5 -2.859 -4.934 1.496
H6 -3.058 -4.109 -0.074
H7 -0.644 -2.306 3.812
H8 -0.916 -4.067 3.559
H9 -2.311 -2.988 3.936
H10 -3.592 3.733 1.666
H11 -2.728 4.649 0.399
H12 -2.489 5.055 2.117
H13 -1.165 2.296 3.985
H14 -0.934 4.051 3.804
H15 0.424 2.942 3.481
C10 -0.034 -3.307 0.671
C11 0.226 3.618 0.539
P1 0.137 -2.220 -0.784
H16 -0.093 -4.370 0.393
H17 0.807 -3.132 1.355
P2 0.186 2.700 -1.035
H18 1.147 3.375 1.086
H19 0.153 4.703 0.378
C12 1.798 3.192 -1.867
C13 -1.223 3.487 -2.020
C14 -1.108 -2.981 -2.019
C15 1.760 -2.752 -1.566
C16 2.915 -1.760 -1.326
H20 1.560 -2.772 -2.655
C17 2.218 -4.148 -1.123
H21 2.393 -4.180 -0.042
H22 3.165 -4.369 -1.634
H23 1.511 -4.937 -1.383
H24 2.883 -0.929 -2.039
H25 3.871 -2.289 -1.467
H26 2.899 -1.345 -0.302
H27 -2.025 -3.010 -1.410
C18 -0.763 -4.415 -2.440
C19 -1.385 -2.118 -3.256
H28 -0.680 -5.110 -1.591
H29 0.167 -4.448 -3.027
H30 -1.576 -4.781 -3.088
H31 -1.847 -1.157 -2.991
H32 -2.089 -2.667 -3.905
H33 -0.473 -1.925 -3.844
H34 -2.094 3.178 -1.407
C20 -1.367 2.834 -3.417
C21 -1.212 5.020 -2.085
H35 -0.835 5.512 -1.178
H36 -2.252 5.361 -2.233
H37 -0.636 5.369 -2.959
H38 -2.161 2.003 -3.337
H39 -0.351 2.393 -3.776
H40 -1.738 3.631 -4.187
C22 3.002 2.768 -0.996
C23 1.913 4.698 -2.215
H41 1.796 2.585 -2.811
H42 1.641 5.365 -1.338
H43 1.307 4.991 -3.112
H44 2.969 4.894 -2.464
H45 2.992 3.291 -0.008
H46 3.933 3.058 -1.511
H47 3.062 1.685 -0.822
C24 0.527 0.198 -2.139
H48 1.513 0.715 -1.809
H49 -0.345 0.786 -2.601
H50 0.679 -0.824 -2.622
Se1 1.563 0.403 1.380
C25 1.675 -0.787 3.003
C26 1.126 -0.394 4.229
C27 1.264 -1.210 5.375
C28 1.958 -2.419 5.270
C29 2.519 -2.827 4.048
C30 2.383 -1.998 2.926
H51 0.592 0.560 4.274
H52 0.837 -0.874 6.307
H53 2.051 -3.058 6.134
H54 3.060 -3.759 3.953
H55 2.833 -2.265 1.952

Atomic partial charges in e from the Mulliken method, atoms 1 to 4: -0.3093, -0.7514, 0.1875, 0.0170

***

Entry from the OMol25 dataset: C30H55N4OP2PbS as an isolated structure in a non-equilibrium geometry (ωB97M-V/def2-TZVPD).

F_max = 0.2768 hartree/bohr
Highest occupied orbital energy = -16.530 eV
Gap between HOMO and LUMO = 6.55 eV
Net charge = +3

Atoms and positions in Å:
C1 -2.521 -1.175 0.291
C2 -1.161 -1.375 -1.639
C3 -3.584 -1.794 -0.373
C4 -2.206 -1.976 -2.346
C5 -3.424 -2.206 -1.697
H1 -4.535 -1.929 0.152
H2 -2.057 -2.266 -3.392
H3 -4.246 -2.692 -2.230
N1 -1.341 -1.023 -0.342
P1 -1.560 0.922 1.887
P2 1.589 -1.255 -1.055
C6 -2.639 -0.603 1.687
H4 -3.704 -0.423 1.941
H5 -2.237 -1.322 2.422
C7 0.136 -0.950 -2.264
H6 0.273 -1.411 -3.251
C8 3.144 -0.501 -1.877
C9 1.749 -3.142 -0.918
C10 -2.497 2.348 1.058
C11 -1.445 1.195 3.760
C12 3.457 0.868 -1.231
H7 4.000 0.736 -0.282
H8 4.107 1.433 -1.922
H9 2.557 1.462 -1.023
C13 4.376 -1.393 -1.622
H10 4.593 -1.480 -0.546
H11 4.281 -2.398 -2.053
H12 5.247 -0.908 -2.097
C14 2.934 -0.326 -3.393
H13 3.920 -0.315 -3.894
H14 2.341 -1.136 -3.839
H15 2.442 0.632 -3.618
C15 2.887 -3.496 0.074
H16 3.112 -2.653 0.739
H17 2.550 -4.338 0.699
H18 3.813 -3.808 -0.430
C16 0.443 -3.727 -0.336
H19 0.023 -3.091 0.450
H20 -0.316 -3.892 -1.111
H21 0.682 -4.707 0.114
C17 2.003 -3.798 -2.294
H22 1.936 -3.085 -3.125
H23 3.011 -4.237 -2.304
H24 1.284 -4.618 -2.481
C18 -0.554 2.424 4.026
H25 -0.539 2.622 5.112
H26 0.484 2.236 3.707
H27 -0.917 3.332 3.525
C19 -0.789 -0.027 4.424
H28 -1.232 -0.976 4.122
H29 0.290 -0.070 4.199
H30 -0.885 0.073 5.516
C20 -2.840 1.364 4.399
H31 -3.597 0.754 3.886
H32 -2.794 1.015 5.446
H33 -3.185 2.408 4.416
C21 -3.136 1.782 -0.220
H34 -3.995 1.133 -0.004
H35 -3.494 2.623 -0.839
H36 -2.394 1.224 -0.812
C22 -1.451 3.415 0.657
H37 -1.310 3.403 -0.438
H38 -1.817 4.410 0.958
H39 -0.476 3.252 1.143
C23 -3.622 2.977 1.909
H40 -4.319 2.219 2.295
H41 -3.242 3.576 2.749
H42 -4.202 3.657 1.258
Pb1 0.288 0.058 0.485
C24 0.552 -1.430 1.994
O1 0.842 -2.263 2.803
N2 0.110 1.234 -1.158
C25 0.028 0.644 -2.258
C26 -0.300 1.390 -3.604
C27 -0.292 0.477 -4.839
C28 -1.702 2.008 -3.459
C29 0.727 2.532 -3.778
H43 0.683 -0.008 -5.002
H44 -1.063 -0.304 -4.774
H45 -0.510 1.081 -5.737
H46 -1.710 2.738 -2.635
H47 -1.984 2.525 -4.393
H48 -2.461 1.238 -3.249
H49 1.123 2.530 -4.805
H50 0.233 3.497 -3.586
H51 1.573 2.436 -3.081
N3 2.672 1.258 4.242
C30 2.180 0.037 3.823
N4 2.602 -1.099 4.486
S1 1.471 0.089 2.534
H52 3.254 1.322 5.091
H53 2.600 2.130 3.682
H54 2.518 -2.086 4.161
H55 3.168 -1.006 5.341

Atomic partial charges in e from the Mulliken method, atoms 1 to 4: 0.1306, -0.7862, -0.8276, -0.7579

***

Entry from the OMol25 dataset: C30H56Br12InO2 as an isolated structure in a non-equilibrium geometry (ωB97M-V/def2-TZVPD).

F_max = 0.0892 hartree/bohr
Highest occupied orbital energy = -4.661 eV
Gap between HOMO and LUMO = 6.15 eV
Net charge = -1

Atoms and positions in Å:
C1 7.894 0.274 -0.416
C2 8.317 1.789 0.016
C3 9.055 1.596 1.465
C4 9.447 2.407 -0.955
C5 7.064 2.746 0.298
C6 6.386 3.426 -0.986
C7 6.396 2.550 -2.325
C8 6.963 4.913 -1.328
C9 4.827 3.676 -0.583
C10 4.599 4.282 0.852
C11 3.178 4.527 1.392
C12 1.934 4.162 0.498
O1 0.661 4.398 1.088
C13 -0.244 3.282 0.888
C14 0.192 1.937 1.671
O2 -0.807 0.926 1.343
C15 -0.171 -0.239 0.719
C16 0.493 0.086 -0.717
In1 2.605 -0.754 -0.710
C17 2.181 3.586 -0.917
C18 3.626 3.324 -1.481
H1 7.549 0.206 -1.499
H2 7.037 -0.042 0.294
H3 8.778 -0.429 -0.248
H4 9.939 0.861 1.344
H5 8.259 1.151 2.169
H6 9.380 2.638 1.797
H7 10.296 2.840 -0.312
H8 9.070 3.195 -1.685
H9 9.827 1.526 -1.602
H10 7.405 3.610 0.990
H11 6.293 2.157 0.914
H12 7.421 2.396 -2.800
H13 5.875 1.527 -2.223
H14 5.774 3.137 -3.106
H15 8.080 5.021 -1.128
H16 6.320 5.740 -0.872
H17 6.837 5.018 -2.475
H18 5.480 4.547 1.537
H19 2.993 4.934 2.440
H20 -1.287 3.563 1.315
H21 -0.402 3.077 -0.224
H22 0.139 2.179 2.792
H23 1.257 1.597 1.444
H24 0.553 -0.774 1.445
H25 -1.029 -0.989 0.510
H26 -0.130 -0.412 -1.553
H27 0.514 1.204 -0.971
H28 3.786 0.345 0.080
H29 3.070 -1.078 -2.424
H30 2.547 -2.340 0.140
H31 1.243 3.321 -1.530
H32 3.760 2.885 -2.518
Br1 -3.702 2.890 0.122
C19 -4.082 1.518 1.451
C20 -5.531 1.539 1.868
Br2 -5.897 3.010 3.094
H33 -3.392 1.680 2.279
H34 -3.837 0.575 0.960
H35 -5.781 0.635 2.426
H36 -6.220 1.644 1.029
Br3 -6.449 -1.653 0.389
C21 -5.321 -3.244 0.409
C22 -3.858 -2.875 0.454
Br4 -3.225 -2.282 -1.291
H37 -5.591 -3.837 -0.465
H38 -5.610 -3.785 1.312
H39 -3.250 -3.747 0.696
H40 -3.635 -2.076 1.162
Br5 -3.646 -6.624 1.413
C23 -2.733 -6.083 3.049
C24 -3.719 -5.678 4.116
Br6 -4.444 -3.902 3.771
H41 -2.039 -5.287 2.778
H42 -2.167 -6.962 3.362
H43 -3.225 -5.600 5.086
H44 -4.568 -6.358 4.200
Br7 -5.632 -9.624 -0.421
C25 -4.104 -10.809 -0.176
C26 -4.206 -11.573 1.121
Br8 -3.748 -10.446 2.643
H45 -3.208 -10.191 -0.243
H46 -4.134 -11.491 -1.027
H47 -3.482 -12.389 1.144
H48 -5.203 -11.972 1.309
Br9 -11.780 -1.456 -1.584
C27 -9.916 -1.871 -1.981
C28 -9.767 -3.284 -2.489
Br10 -9.885 -4.575 -1.034
H49 -9.346 -1.677 -1.073
H50 -9.623 -1.154 -2.750
H51 -8.776 -3.433 -2.922
H52 -10.524 -3.561 -3.223
Br11 -3.161 5.048 -4.696
C29 -3.758 5.733 -2.971
C30 -3.030 7.003 -2.604
Br12 -1.222 6.629 -1.981
H53 -3.620 4.931 -2.245
H54 -4.825 5.924 -3.096
H55 -3.522 7.499 -1.766
H56 -2.941 7.704 -3.435

Atomic partial charges in e from the Mulliken method, atoms 1 to 4: -1.4113, 1.6677, -1.5630, -1.4127